# 1
A 3-piece molecular cluster, C6H13O2 overall, computed with ωB97M-V/def2-TZVPD.

HOMO in eV: -3.40

Geometry as ORCA input:
```
! RIJCOSX wB97M-V def2-TZVPD def2/J DEFGRID3
* xyz -1 1
C 0.346 0.855 -2.100
O -0.879 0.962 -2.695
C 0.416 -0.252 -1.029
C -0.441 0.006 0.179
C -0.402 -1.155 1.230
C 1.631 -1.775 2.483
C 0.556 -0.950 2.406
H 0.617 1.827 -1.554
H 1.128 0.702 -2.870
H 0.206 -1.152 -1.620
H 1.473 -0.506 -0.831
H -0.004 0.854 0.711
H -1.446 0.174 -0.209
H -1.367 -1.534 1.550
H 0.377 -1.757 0.759
H 2.386 -0.662 3.241
H 2.342 -1.708 1.654
H 0.282 -0.157 3.093
H -1.839 1.516 -1.789
H -2.988 2.631 -1.562
O -2.392 2.081 -1.047
*
```

***

# 2
A 2-piece molecular cluster, C6H13O2 overall, computed with ωB97M-V/def2-TZVPD.

HOMO (alpha / beta) in eV: 3.59 / -1.84

Geometry as ORCA input:
```
! RIJCOSX wB97M-V def2-TZVPD def2/J DEFGRID3
* xyz -2 2
C -1.380 0.383 0.246
C -2.511 -0.630 0.139
C -1.552 1.350 1.479
O -2.733 1.551 1.863
O -0.487 1.830 1.912
H -0.436 -0.083 0.572
H -1.252 0.923 -0.685
H -3.442 -0.180 0.474
H -2.333 -1.562 0.676
H -2.620 -0.976 -0.903
C 1.981 -1.145 -1.366
C 3.283 -1.248 -0.590
C 2.246 -1.275 -2.865
H 1.449 -0.226 -1.137
H 1.274 -1.915 -1.024
H 3.755 -0.270 -0.463
H 3.198 -1.760 0.375
H 1.356 -1.489 -3.468
H 4.018 -1.854 -1.125
H 2.854 -2.168 -3.074
H 2.765 -0.402 -3.279
*
```

***

# 3
A 2-piece molecular cluster, C6H13O2 overall, computed with ωB97M-V/def2-TZVPD.

HOMO (alpha / beta) in eV: -10.78 / -10.59

Geometry as ORCA input:
```
! RIJCOSX wB97M-V def2-TZVPD def2/J DEFGRID3
* xyz 0 2
C -0.451 -2.477 1.235
C -1.771 -1.764 0.807
C 0.416 -2.811 0.048
H -0.064 -1.856 2.048
H -0.820 -3.320 1.828
H -2.321 -1.278 1.612
H 1.473 -2.607 0.269
H -2.442 -2.551 0.433
H -1.559 -1.110 -0.031
H 0.375 -3.864 -0.232
H 0.189 -2.255 -0.860
C 1.080 1.817 0.248
C 0.380 3.151 0.450
C 0.275 1.000 -0.947
O 0.990 0.737 -1.896
O -0.887 0.856 -0.607
H 2.101 1.947 -0.089
H 0.954 1.171 1.107
H -0.643 2.981 0.789
H 0.210 3.668 -0.488
H 0.887 3.742 1.194
*
```

***

# 4
A 2-piece molecular cluster, C6H13O3 overall, computed with ωB97M-V/def2-TZVPD.

HOMO in eV: -4.33

Geometry as ORCA input:
```
! RIJCOSX wB97M-V def2-TZVPD def2/J DEFGRID3
* xyz -1 1
O 2.846 1.449 -0.895
C 2.024 0.637 -1.317
O 1.547 0.570 -2.459
C 1.423 -0.554 -0.431
C -0.038 -1.010 -0.857
C -1.119 -0.338 0.036
C -0.948 -0.361 1.580
C -2.606 -0.690 -0.454
H 2.094 -1.427 -0.592
H 1.670 -0.305 0.501
H -0.244 -0.774 -1.931
H -0.099 -2.078 -0.531
H -1.131 0.683 -0.201
H -1.779 -0.395 2.202
H -0.413 0.461 1.856
H -0.229 -1.197 1.958
H -3.070 0.325 -0.614
H -2.478 -1.282 -1.254
H -3.255 -1.237 0.265
H 1.410 3.134 1.022
H 2.367 1.891 0.668
O 2.027 2.499 1.447
*
```

***

# 5
C6H13O3Sm as an isolated structure, computed with ωB97M-V/def2-TZVPD.

HOMO (alpha / beta) in eV: -17.35 / -17.36

Geometry as ORCA input:
```
! RIJCOSX wB97M-V def2-TZVPD def2/J DEFGRID3
* xyz 2 6
H 0.786 3.084 -0.980
C 1.287 2.694 -0.085
H -1.234 2.846 0.464
H 1.458 3.512 0.630
H 2.240 2.236 -0.368
C -0.707 2.171 1.154
H -0.415 2.738 2.053
O 0.483 1.685 0.511
C -1.557 0.958 1.500
H -2.387 1.298 2.144
H -1.995 0.572 0.558
O -0.796 -0.044 2.111
C -0.197 -2.565 0.822
H -1.264 -2.329 0.883
O -0.393 -2.177 -1.487
C 0.358 -2.553 -0.455
C 0.273 -1.913 -2.718
H 1.291 -1.536 -2.546
H -0.311 -1.137 -3.223
H 1.232 -3.172 -0.695
H 0.363 -2.837 -3.306
Sm 1.173 -0.349 1.462
H 0.311 -3.182 1.568
*
```

***

Record-wise max |F| values, in eV/Å: 7.89; 1.89; 2.71; 4.61; 2.98